No. 1
Here is a cluster of 2 separate species, C21H20F3 in total in a non-equilibrium geometry from the OMol25 dataset. Energies are from ωB97M-V/def2-TZVPD.

Energy relative to the best compared isomer or geometry (same formula, charge and spin) (kcal/mol): 0.0
Electronic energy (eV): -30245.25209
Total charge: +1
E_HOMO (eV): -11.6
LUMO (eV): -6.065

Each line ends with the Mulliken charge.
Element x y z (Å)
C1 -3.521 2.255 1.807  -1.40
C2 -2.031 2.235 1.995  0.59
C3 -1.423 1.159 2.629  -0.47
C4 -0.031 1.137 2.806  -0.32
H1 0.267 -2.477 0.308  0.47
C5 0.831 2.001 2.069  0.84
C6 2.228 1.514 1.767  -1.28
C7 0.280 3.051 1.396  -0.62
C8 -1.170 3.385 1.501  -0.47
H2 -3.907 3.242 1.511  0.37
H3 -3.848 1.538 1.033  0.33
H4 -4.036 2.001 2.754  0.39
H5 -2.022 0.272 2.906  0.42
H6 0.396 0.160 3.090  0.41
H7 2.281 0.444 1.935  0.36
H8 2.450 1.674 0.719  0.26
H9 3.051 1.940 2.325  0.35
H10 0.831 3.594 0.632  0.41
H11 -1.500 3.633 0.469  0.41
H12 -1.409 4.290 2.124  0.40
F1 3.866 1.059 -2.305  -0.34
C9 3.522 -0.158 -1.740  0.23
C10 4.571 -0.883 -1.190  -0.63
C11 4.218 -2.041 -0.512  0.36
F2 5.171 -2.748 0.194  -0.31
C12 2.904 -2.484 -0.431  -0.96
C13 1.833 -1.772 -0.995  0.72
C14 0.450 -2.437 -0.776  -0.79
C15 -0.886 -1.955 -1.417  0.65
C16 -1.990 -2.764 -1.135  -0.70
C17 -3.275 -2.501 -1.587  -0.55
C18 -3.529 -1.370 -2.380  -0.54
C19 -2.443 -0.562 -2.694  0.23
F3 -2.706 0.573 -3.438  -0.32
C20 -1.131 -0.858 -2.288  -0.50
C21 2.180 -0.577 -1.674  -0.44
H13 5.617 -0.609 -1.284  0.48
H14 2.667 -3.404 0.102  0.44
H15 0.567 -3.534 -0.969  0.48
H16 -1.811 -3.631 -0.491  0.40
H17 -4.089 -3.164 -1.301  0.40
H18 -4.517 -1.167 -2.752  0.49
H19 -0.360 -0.162 -2.592  0.35
H20 1.456 0.101 -2.119  0.40


No. 2
Here is a structure of composition C21H20F5ORh in a non-equilibrium geometry from the OMol25 dataset. Energies are from ωB97M-V/def2-TZVPD.

Multiplicity: 5
Electronic energy (eV): -40736.12038
Total charge: -2
E_HOMO (spin up / spin down) (eV): 2.9 / -1.9
LUMO (spin up / spin down) (eV): 4.752 / 4.695

Each line ends with the Mulliken charge.
Element x y z (Å)
Rh1 0.666 0.994 -0.132  -0.10
C1 0.923 2.094 1.654  -0.83
C2 -0.456 1.559 1.653  -0.78
C3 -0.431 0.321 2.388  -0.24
H1 -1.313 2.170 1.408  0.75
C4 0.890 0.102 2.859  -0.71
C5 1.718 1.151 2.396  -0.51
H2 2.775 1.302 2.626  0.46
H3 1.174 3.100 1.342  0.71
H4 -1.307 -0.267 2.639  0.30
H5 1.193 -0.716 3.506  0.47
C6 1.952 0.234 -1.568  -1.26
C7 2.872 0.414 -0.477  -0.47
C8 2.728 -0.693 0.415  -0.71
H6 3.632 1.213 -0.422  0.31
C9 1.634 -1.472 -0.009  0.51
C10 1.099 -0.892 -1.213  -0.91
H7 0.295 -1.283 -1.842  0.62
H8 1.918 0.792 -2.507  0.84
H9 3.381 -0.905 1.263  0.48
H10 1.276 -2.397 0.441  0.13
O1 -2.571 0.985 -0.161  -0.23
C11 -1.284 -3.859 0.833  2.15
C12 -2.523 -3.344 0.740  -2.11
C13 -0.546 -3.897 2.143  -3.06
C14 -0.697 -4.597 -0.345  -3.41
C15 -2.684 -0.219 -0.015  0.09
H11 -3.034 -2.953 1.623  1.14
H12 -3.086 -3.407 -0.188  0.68
H13 -2.522 -0.921 -0.863  0.07
H14 -3.068 -0.665 0.928  0.11
H15 -0.294 -4.926 2.420  1.08
H16 -1.175 -3.453 2.927  0.05
H17 0.412 -3.350 2.113  0.38
H18 -1.076 -5.631 -0.376  1.79
H19 0.397 -4.662 -0.303  0.11
H20 -1.006 -4.116 -1.285  0.01
F1 -1.614 1.389 -2.619  -0.29
C16 -0.943 2.527 -2.277  0.91
C17 0.176 2.521 -1.451  -0.39
C18 1.048 3.588 -1.554  0.44
F2 2.259 3.577 -0.921  -0.32
C19 0.749 4.703 -2.326  0.09
F3 1.658 5.694 -2.445  -0.35
C20 -0.477 4.789 -2.964  0.49
F4 -0.808 5.905 -3.654  -0.34
C21 -1.345 3.709 -2.911  0.19
F5 -2.563 3.791 -3.491  -0.32


No. 3
Here is the molecule C21H20FN3O4 from the OMol25 dataset. Energies are from ωB97M-V/def2-TZVPD.

Energy relative to the best compared isomer or geometry (same formula, charge and spin) (kcal/mol): 0.0
Electronic energy (eV): -37480.12927
E_HOMO (eV): -8.4
LUMO (eV): 0.581
Structure (SMILES): C=CCN(C(=O)Nc1ccc(F)cc1)[C@H]1CC(=O)N(c2ccc(OC)cc2)C1=O

Each line ends with the Mulliken charge.
Element x y z (Å)
C1 -0.081 1.156 -1.578  -0.79
C2 -0.133 -0.049 -2.114  -0.01
C3 0.284 -1.320 -1.429  -1.35
N1 0.712 -1.131 -0.058  0.24
C4 2.039 -1.191 0.313  0.47
O1 2.380 -1.512 1.431  -0.69
N2 2.897 -0.801 -0.689  0.05
C5 4.292 -0.795 -0.669  0.49
C6 5.036 -1.396 0.344  -0.25
C7 6.417 -1.374 0.294  -0.70
C8 7.048 -0.755 -0.770  0.31
F1 8.398 -0.736 -0.819  -0.33
C9 6.330 -0.154 -1.788  -0.59
C10 4.951 -0.178 -1.732  -0.55
C11 -0.251 -1.290 1.030  0.29
C12 -0.076 -0.209 2.100  -0.90
C13 -1.265 0.709 1.952  0.40
O2 -1.451 1.763 2.491  -0.60
N3 -2.146 0.106 1.060  0.45
C14 -3.405 0.667 0.713  0.07
C15 -3.779 0.747 -0.618  -0.35
C16 -5.003 1.290 -0.967  -0.60
C17 -5.860 1.768 0.019  0.87
O3 -7.079 2.321 -0.209  -0.46
C18 -7.536 2.427 -1.536  -0.83
C19 -5.469 1.691 1.358  -0.73
C20 -4.255 1.142 1.705  -0.40
C21 -1.682 -1.074 0.535  -0.38
O4 -2.310 -1.812 -0.179  -0.58
H1 -0.408 2.031 -2.112  0.34
H2 0.286 1.321 -0.578  0.19
H3 -0.507 -0.194 -3.119  0.35
H4 1.086 -1.805 -1.998  0.78
H5 -0.561 -2.017 -1.447  0.51
H6 2.486 -0.328 -1.481  0.03
H7 4.529 -1.866 1.169  0.48
H8 7.005 -1.833 1.072  0.42
H9 6.848 0.321 -2.605  0.42
H10 4.376 0.288 -2.521  0.33
H11 -0.161 -2.300 1.452  0.43
H12 -0.074 -0.632 3.105  0.32
H13 0.852 0.350 1.995  0.35
H14 -3.115 0.381 -1.386  0.37
H15 -5.272 1.337 -2.010  0.39
H16 -8.521 2.888 -1.471  0.24
H17 -7.628 1.445 -2.009  0.33
H18 -6.879 3.063 -2.138  0.34
H19 -6.142 2.068 2.111  0.42
H20 -3.960 1.087 2.741  0.41